Record 1
{"formula": "CH3BrO", "method": "the ωB97M-V functional and the def2-TZVPD basis", "elements": ["C", "O", "Br", "H", "H", "H"], "positions_angstrom": [[-0.48892, 0.00381, -0.00001], [0.70050, -0.73414, 0.00000], [2.24354, 0.22990, 0.00000], [-1.27284, -0.75517, -0.00065], [-0.59085, 0.62833, -0.89266], [-0.59144, 0.62727, 0.89332]], "mulliken_charge": [-0.47, -0.31, 0.04, 0.22, 0.26, 0.26], "max_force_ha_per_bohr": 0.01810, "charge": 0, "orbital_gap_ev": 9.7, "e_above_lowest_kcal_mol": 31.40, "molar_mass_g_mol": 110.94, "smiles": "COBr"}



Record 2
{"formula": "C3H5ClS", "method": "the ωB97M-V functional and the def2-TZVPD basis", "elements": ["C", "C", "C", "S", "Cl", "H", "H", "H", "H", "H"], "positions_angstrom": [[-1.36042, 0.25285, -1.00569], [-0.87496, -0.58135, 0.13959], [1.89232, 0.15972, 0.91568], [-1.98463, 0.54684, 0.72079], [3.12207, 0.20089, -0.24463], [-0.66856, 1.09784, -1.09277], [-1.84579, -0.15516, -1.89973], [-0.91134, -1.61524, 0.41482], [1.44450, -0.83715, 1.11517], [1.18680, 0.93075, 0.93676]], "mulliken_charge": [-0.43, -0.37, -0.41, -0.11, -0.12, 0.19, 0.31, 0.39, 0.24, 0.30], "max_force_ha_per_bohr": 0.04509, "charge": 0, "orbital_gap_ev": [8.4, 7.9], "e_above_lowest_kcal_mol": 96.81, "molar_mass_g_mol": 108.59}



Record 3
{"formula": "C33H32AuN3O2S2", "method": "the ωB97M-V functional and the def2-TZVPD basis", "elements": ["Au", "S", "C", "N", "C", "C", "N", "C", "C", "C", "C", "C", "C", "C", "C", "S", "C", "C", "C", "C", "C", "C", "C", "H", "H", "H", "H", "H", "H", "H", "H", "H", "H", "H", "H", "H", "H", "H", "H", "H", "H", "C", "C", "C", "C", "C", "C", "N", "C", "C", "C", "C", "C", "C", "C", "O", "O", "C", "C", "H", "H", "H", "H", "H", "H", "H", "H", "H", "H", "H", "H", "H", "H"], "positions_angstrom": [[-0.14390, 1.81344, -0.95442], [2.18160, 1.66114, -0.84432], [2.61260, 1.82084, 0.77838], [3.90490, 1.84134, 1.12888], [4.23850, 1.83664, 2.53488], [3.28320, 0.88534, 3.24558], [1.93620, 1.36044, 3.03668], [1.03260, 1.34804, 4.17178], [1.34530, 2.47804, 5.12198], [1.20770, 3.78554, 4.66998], [1.52060, 4.85044, 5.49088], [1.97800, 4.62064, 6.77768], [2.10720, 3.32284, 7.24218], [1.80620, 2.25364, 6.41248], [1.61510, 1.89944, 1.84258], [0.17580, 2.69864, 1.58448], [5.00230, 1.74564, 0.18658], [5.67450, 0.39744, 0.28048], [6.96870, 0.27154, 0.76788], [7.56950, -0.97386, 0.85158], [6.87180, -2.10576, 0.46808], [5.57870, -1.98886, -0.01512], [4.98110, -0.74496, -0.10302], [4.12240, 2.84224, 2.95458], [5.27200, 1.50964, 2.65188], [3.49510, 0.85934, 4.31668], [3.40060, -0.12436, 2.82748], [1.14200, 0.38224, 4.67468], [0.01290, 1.44534, 3.78848], [0.83750, 3.96104, 3.67338], [1.40620, 5.85774, 5.11888], [2.21790, 5.45444, 7.41878], [2.45230, 3.14204, 8.25048], [1.91460, 1.24274, 6.78208], [5.71250, 2.54464, 0.42028], [4.59620, 1.89514, -0.81572], [7.52070, 1.15194, 1.06738], [8.57970, -1.06016, 1.22458], [7.33680, -3.07676, 0.53328], [5.03170, -2.86756, -0.32272], [3.97590, -0.65016, -0.48532], [-8.23410, -4.04296, -2.99982], [-6.74920, -3.87056, -3.11882], [-5.94780, -4.99586, -3.27132], [-4.57310, -4.87746, -3.37042], [-3.99000, -3.62916, -3.30722], [-4.77830, -2.48156, -3.17082], [-4.19310, -1.23376, -3.06292], [-3.02930, -0.79446, -3.62212], [-2.49920, -1.38466, -4.77742], [-1.34930, -0.89856, -5.35552], [-0.70950, 0.20584, -4.81532], [-1.25310, 0.83164, -3.71072], [-2.38830, 0.34454, -3.08022], [-2.96860, 1.05494, -1.88262], [-4.16710, 0.92024, -1.62472], [-2.20430, 1.77694, -1.16542], [-6.17830, -2.59826, -3.08422], [-7.06070, -1.38746, -2.97562], [-8.48850, -5.09996, -2.97342], [-8.74640, -3.58466, -3.84612], [-8.61070, -3.57186, -2.09262], [-6.40630, -5.97386, -3.30652], [-3.95610, -5.75926, -3.47312], [-2.91480, -3.52666, -3.32612], [-4.58520, -0.54876, -2.40322], [-3.03520, -2.19726, -5.24142], [-0.96400, -1.35796, -6.25312], [0.19190, 0.59414, -5.26062], [-0.79340, 1.74074, -3.34342], [-6.51160, -0.47266, -3.17412], [-7.49770, -1.31246, -1.97942], [-7.88360, -1.45586, -3.68702]], "mulliken_charge": [0.35, -0.30, 0.68, 0.09, -0.75, -0.72, 0.20, -1.73, 1.01, 0.02, -0.85, -0.38, -0.60, -0.32, 0.09, -0.20, -1.64, 0.83, -0.29, -0.60, -0.40, -0.78, -0.16, 0.38, 0.43, 0.45, 0.36, 0.48, 0.49, 0.16, 0.41, 0.39, 0.38, 0.38, 0.43, 0.54, 0.38, 0.38, 0.39, 0.41, 0.40, -1.49, 1.26, -0.88, -0.88, -0.62, 0.17, -0.17, 0.21, -0.46, -0.62, -1.04, -0.45, 0.29, 0.84, -0.82, -0.74, 0.44, -1.62, 0.39, 0.32, 0.31, 0.32, 0.38, 0.60, 0.43, 0.55, 0.39, 0.40, 0.61, 0.40, 0.34, 0.40], "max_force_ha_per_bohr": 0.04565, "charge": 0, "orbital_gap_ev": 5.0, "molar_mass_g_mol": 763.74}



Record 4
{"formula": "C39H34ClFN8O4SeV", "method": "the ωB97M-V functional and the def2-TZVPD basis", "elements": ["V", "C", "C", "C", "C", "N", "C", "C", "C", "C", "C", "C", "N", "H", "H", "H", "H", "H", "H", "H", "H", "C", "C", "C", "C", "C", "C", "C", "N", "C", "N", "C", "C", "C", "C", "C", "C", "C", "N", "C", "C", "C", "C", "C", "C", "C", "H", "H", "H", "H", "H", "H", "H", "H", "H", "H", "H", "H", "H", "H", "H", "H", "H", "H", "H", "H", "H", "H", "F", "C", "C", "N", "C", "C", "O", "O", "C", "O", "N", "C", "O", "H", "H", "H", "H", "Cl", "Se", "C", "N"], "positions_angstrom": [[-0.04411, -2.59547, 0.48393], [0.67696, -0.38030, 3.87408], [-0.57524, -0.10245, 4.38995], [-1.69043, -0.71297, 3.83860], [-1.53426, -1.52257, 2.73424], [-0.32455, -1.73384, 2.19821], [0.77208, -1.23430, 2.79448], [-2.62674, -2.27950, 2.07844], [-3.95076, -2.19988, 2.46543], [-4.87407, -3.01264, 1.83638], [-4.44165, -3.89343, 0.86127], [-3.10198, -3.89249, 0.50846], [-2.21328, -3.08241, 1.08355], [1.57663, 0.03873, 4.30368], [-0.68142, 0.56294, 5.23877], [-2.67354, -0.56434, 4.26457], [1.73167, -1.52813, 2.38065], [-4.25601, -1.51419, 3.24350], [-5.92122, -2.96503, 2.11168], [-5.12845, -4.56838, 0.36821], [-2.70494, -4.53840, -0.26217], [-1.79962, 2.12815, -4.23948], [-0.38859, 2.48166, -3.83993], [0.31857, 3.48850, -4.48735], [1.61566, 3.82271, -4.11603], [2.21309, 3.15472, -3.05810], [1.52282, 2.15415, -2.38974], [0.23689, 1.80120, -2.78847], [-0.49334, 0.80792, -2.10682], [-0.01860, -0.34457, -1.50497], [1.14101, -0.79378, -2.00705], [2.07274, -1.75588, -1.51729], [1.78275, -2.59157, -0.44182], [2.80500, -3.47642, -0.06912], [4.02303, -3.53468, -0.72650], [4.25804, -2.69546, -1.80472], [3.28962, -1.79205, -2.21480], [3.56291, -0.88156, -3.39056], [-0.74011, -0.95892, -0.59073], [-1.96838, -0.29929, -0.24779], [-1.95608, 0.63399, 0.78318], [-3.13119, 1.23256, 1.21659], [-4.33216, 0.89919, 0.60517], [-4.33816, -0.00998, -0.44810], [-3.16742, -0.61897, -0.89723], [-3.18318, -1.57155, -2.06264], [-2.09180, 2.67482, -5.13602], [-2.51655, 2.37902, -3.44997], [-1.89507, 1.05766, -4.43868], [-0.15849, 4.01543, -5.30670], [2.14821, 4.60568, -4.64268], [3.21105, 3.42363, -2.73359], [1.95379, 1.66133, -1.52511], [-1.46421, 1.00296, -1.93725], [1.49804, -0.22529, -2.75185], [2.65163, -4.14542, 0.76517], [4.78897, -4.23117, -0.39961], [5.20458, -2.73278, -2.33677], [4.54406, -1.10273, -3.81196], [3.56593, 0.17712, -3.10455], [2.82634, -1.00850, -4.19375], [-0.99931, 0.87808, 1.23979], [-3.10435, 1.95004, 2.02962], [-5.26091, 1.35171, 0.93579], [-5.27339, -0.25715, -0.94029], [-4.20787, -1.85308, -2.31537], [-2.59828, -2.46697, -1.85609], [-2.72806, -1.11041, -2.94714], [-0.66735, 4.05010, 2.14221], [0.67410, 3.99325, 2.21970], [1.35415, 3.06786, 1.54221], [2.73016, 2.96198, 1.59300], [3.42726, 1.89668, 0.82514], [2.76790, 0.50858, 1.01988], [3.47906, -0.36596, 1.52842], [1.54112, 0.43985, 0.67757], [3.47682, 3.83597, 2.36020], [4.68858, 3.81534, 2.45194], [2.71984, 4.77978, 3.04137], [1.33928, 4.97720, 3.03980], [0.82931, 5.88387, 3.66762], [0.86725, 2.30762, 0.94200], [4.44619, 1.85709, 1.17630], [3.41557, 2.16976, -0.23269], [3.25636, 5.43307, 3.58816], [-0.53289, -3.96177, -1.32443], [0.40330, -4.76951, 2.04749], [-0.53045, -4.37770, 3.56779], [-1.11981, -4.10803, 4.53167]], "mulliken_charge": [-0.87, -0.84, -1.20, -0.47, -0.19, 1.70, -0.96, 0.85, -0.47, -0.81, -0.88, -0.52, 0.53, 0.54, 0.44, 0.46, 0.52, 0.42, 0.45, 0.44, 0.59, -1.42, 0.78, -0.70, -0.87, -1.04, 0.56, -0.19, 0.36, -0.21, 0.09, -0.07, 0.47, -0.16, -1.33, -0.89, 1.51, -1.49, 2.16, -1.56, -0.24, -0.75, -1.07, -0.77, 1.40, -1.38, 0.43, 0.30, 0.27, 0.38, 0.41, 0.50, 0.40, 0.16, 0.22, 0.13, 0.38, 0.31, 0.40, 0.20, 0.34, 0.23, 0.51, 0.39, 0.41, 0.45, 0.13, 0.13, -0.33, 0.08, 0.51, 0.03, -1.31, 0.24, -0.79, 1.23, 0.45, -0.67, -0.05, 0.11, -0.67, 0.28, 0.48, 0.02, 0.22, -0.42, -0.12, 0.42, -0.70], "max_force_ha_per_bohr": 0.04975, "charge": -1, "orbital_gap_ev": [6.9, 6.9], "e_above_lowest_kcal_mol": 18.02, "molar_mass_g_mol": 863.11, "multiplicity": 3}



Record 5
{"formula": "C22H26AsF10N4O4W", "method": "the ωB97M-V functional and the def2-TZVPD basis", "elements": ["W", "C", "N", "C", "C", "N", "C", "C", "F", "C", "F", "C", "F", "C", "F", "C", "F", "C", "C", "N", "C", "C", "F", "C", "F", "C", "F", "C", "F", "C", "F", "H", "H", "H", "H", "H", "H", "H", "H", "H", "H", "H", "N", "C", "C", "O", "O", "H", "H", "H", "H", "C", "As", "C", "C", "O", "H", "H", "H", "H", "H", "H", "H", "H", "H", "O", "H", "H"], "positions_angstrom": [[-0.27683, 0.23883, 0.24837], [-2.69089, 2.02053, 1.42475], [-2.20610, 1.47658, 0.12081], [-1.81609, 2.58154, -0.79092], [-0.66033, 3.26084, -0.13327], [0.21921, 2.19470, 0.40300], [1.41123, 2.71691, 0.99681], [2.47012, 1.85276, 1.25994], [2.24773, 0.54319, 0.96308], [3.69041, 2.20736, 1.78538], [4.62139, 1.29282, 1.97898], [3.90625, 3.54310, 2.09487], [5.04629, 3.93168, 2.59960], [2.88465, 4.45567, 1.86711], [3.06770, 5.71935, 2.16474], [1.66187, 4.05976, 1.33812], [0.76116, 5.02311, 1.18815], [-3.31249, 0.71531, -0.51399], [-3.23539, -0.66041, 0.05811], [-1.79186, -0.99308, 0.10514], [-1.62584, -2.42428, 0.09538], [-2.10737, -3.17981, 1.16026], [-2.64963, -2.54800, 2.21141], [-1.97371, -4.55704, 1.19841], [-2.40646, -5.23271, 2.23673], [-1.34604, -5.21019, 0.14225], [-1.19918, -6.50882, 0.16367], [-0.86550, -4.47256, -0.93237], [-0.25953, -5.07353, -1.94151], [-1.01464, -3.09879, -0.94529], [-0.56607, -2.40099, -2.00436], [-3.45151, 2.77723, 1.22838], [-1.88223, 2.47998, 1.98678], [-3.15300, 1.22165, 2.00382], [-2.65481, 3.26592, -0.93896], [-1.55217, 2.13745, -1.75264], [-0.99223, 3.93141, 0.65379], [-0.09973, 3.85766, -0.85367], [-3.13094, 0.69923, -1.58578], [-4.26705, 1.20383, -0.31425], [-3.75489, -1.38359, -0.56905], [-3.65353, -0.74095, 1.06244], [-0.30138, 0.26524, 2.48057], [0.00657, -1.05272, 3.10343], [0.61331, -1.95646, 2.05096], [1.00643, -3.05715, 2.19174], [0.67080, -1.30487, 0.83546], [0.38045, 0.96034, 2.79057], [-1.19773, 0.60132, 2.82966], [-0.90719, -1.51088, 3.47854], [0.70168, -0.94571, 3.93494], [1.35136, -1.03900, -3.95620], [2.02290, -0.78976, -2.20115], [3.47152, 0.44347, -2.19790], [2.53978, -2.40876, -1.34923], [0.76308, 0.07402, -1.29105], [2.16800, -1.47436, -4.53654], [1.08687, -0.07109, -4.37556], [0.50096, -1.71262, -3.94605], [4.07872, 0.24798, -3.08295], [4.07497, 0.30429, -1.30281], [3.07928, 1.45798, -2.24621], [3.32464, -2.81666, -1.99236], [1.71129, -3.10684, -1.29248], [2.94340, -2.20105, -0.36130], [-1.74305, 0.17254, -3.30045], [-2.29943, -0.56063, -3.59543], [-1.43918, 0.55775, -4.13243]], "mulliken_charge": [1.53, -1.42, -0.22, -1.22, -0.78, 1.01, -0.01, -0.20, 0.11, -0.28, -0.26, 0.74, -0.23, 0.06, -0.23, 0.32, -0.29, -0.93, -0.78, 1.79, -1.40, 0.41, -0.39, 0.62, -0.26, 0.61, -0.23, 0.32, -0.32, 0.12, -0.08, 0.29, 0.49, 0.47, 0.47, 0.22, 0.59, 0.75, 0.38, 0.48, 0.55, 0.52, -0.58, -0.68, 0.46, -0.46, -0.95, 0.33, 0.30, 0.31, 0.50, -1.14, 0.85, -1.21, -0.88, -0.75, 0.52, 0.39, 0.31, 0.53, 0.38, 0.39, 0.59, 0.14, 0.36, -0.55, 0.26, 0.28], "max_force_ha_per_bohr": 0.01665, "charge": 3, "orbital_gap_ev": 6.5, "e_above_lowest_kcal_mol": 2.72, "molar_mass_g_mol": 859.22}